The following is a DFT calculation (ωB97M-V/def2-TZVPD) of 13 unconnected molecules or ions with the total composition C88H184F12N9O11 at a distorted geometry.

Computed properties:
total energy	-162748.000	eV
HOMO energy	-11.53	eV
max |F|	0.129	Eh/bohr
molecular weight	1772.5	g/mol
net charge	+3
orbital gap	0.25160	Ha

Last columns: bonded neighbours and bond lengths (Å).
Positions of all 304 atoms, in Å:
1 C -6.894 1.603 -1.149  C2 1.574, H11 1.090, H12 1.090, H13 1.090
2 C -7.383 0.646 0.001  C1 1.574, C3 1.542, H14 1.090, H15 1.090
3 C -6.564 0.754 1.303  C2 1.542, C4 1.559, H16 1.090, H17 1.090
4 C -6.760 -0.353 2.382  C3 1.559, N5 1.533, H18 1.090, H19 1.090
5 N -5.887 -0.084 3.613  C4 1.533, C6 1.550, C9 1.525, C10 1.489
6 C -6.176 1.285 4.279  N5 1.550, C7 1.562, H20 1.090, H21 1.090
7 C -6.241 1.083 5.827  C6 1.562, C8 1.451, H22 1.090, H23 1.090
8 C -6.746 -0.271 5.959  C7 1.451, C9 1.537, H24 1.090, H25 1.090
9 C -6.219 -1.052 4.744  N5 1.525, C8 1.537, H26 1.090, H27 1.090
10 C -4.420 -0.105 3.357  N5 1.489, H28 1.090, H29 1.090, H30 1.090
11 H -5.817 1.711 -1.273  C1 1.090
12 H -7.207 2.633 -0.978  C1 1.090
13 H -7.368 1.313 -2.087  C1 1.090
14 H -7.459 -0.400 -0.298  C2 1.090
15 H -8.407 0.943 0.228  C2 1.090
16 H -6.760 1.744 1.715  C3 1.090
17 H -5.523 0.694 0.984  C3 1.090
18 H -6.334 -1.310 2.080  C4 1.090
19 H -7.825 -0.407 2.611  C4 1.090
20 H -5.585 2.102 3.864  C6 1.090
21 H -7.224 1.494 4.068  C6 1.090
22 H -5.240 1.115 6.259  C7 1.090
23 H -6.861 1.737 6.440  C7 1.090
24 H -6.414 -0.720 6.894  C8 1.090
25 H -7.827 -0.341 5.834  C8 1.090
26 H -5.305 -1.611 4.945  C9 1.090
27 H -7.026 -1.708 4.420  C9 1.090
28 H -4.244 -1.044 2.832  C10 1.090
29 H -3.867 -0.014 4.291  C10 1.090
30 H -4.240 0.731 2.680  C10 1.090
31 C 2.466 -4.123 2.843  C32 1.572, H41 1.090, H42 1.090, H43 1.090
32 C 3.017 -2.662 3.026  C31 1.572, C33 1.539, H44 1.090, H45 1.090
33 C 4.555 -2.595 3.072  C32 1.539, C34 1.563, H46 1.090, H47 1.090
34 C 5.204 -1.186 3.259  C33 1.563, N35 1.573, H48 1.090, H49 1.090
35 N 6.774 -1.158 3.343  C34 1.573, C36 1.537, C39 1.547, C40 1.507
36 C 7.271 -1.362 4.782  N35 1.537, C37 1.515, H50 1.090, H51 1.090
37 C 7.054 -0.029 5.470  C36 1.515, C38 1.553, H52 1.090, H53 1.090
38 C 7.427 1.030 4.397  C37 1.553, C39 1.520, H54 1.090, H55 1.090
39 C 7.345 0.258 3.091  N35 1.547, C38 1.520, H56 1.090, H57 1.090
40 C 7.385 -2.184 2.423  N35 1.507, H58 1.090, H59 1.090, H60 1.090
41 H 1.411 -4.169 3.113  C31 1.090
42 H 3.092 -4.748 3.479  C31 1.090
43 H 2.570 -4.419 1.799  C31 1.090
44 H 2.609 -2.458 4.016  C32 1.090
45 H 2.557 -1.887 2.414  C32 1.090
46 H 4.973 -3.089 2.195  C33 1.090
47 H 4.861 -3.284 3.860  C33 1.090
48 H 4.744 -0.794 4.166  C34 1.090
49 H 4.994 -0.576 2.380  C34 1.090
50 H 8.314 -1.661 4.681  C36 1.090
51 H 6.800 -2.128 5.399  C36 1.090
52 H 7.625 0.153 6.380  C37 1.090
53 H 6.008 0.094 5.751  C37 1.090
54 H 8.414 1.443 4.606  C38 1.090
55 H 6.768 1.898 4.374  C38 1.090
56 H 8.378 0.132 2.766  C39 1.090
57 H 6.869 0.794 2.270  C39 1.090
58 H 8.475 -2.161 2.430  C40 1.090
59 H 6.923 -1.989 1.456  C40 1.090
60 H 7.176 -3.085 2.999  C40 1.090
61 C -5.481 -3.394 -0.294  C62 1.555, H71 1.090, H72 1.090, H73 1.090
62 C -4.190 -4.212 -0.004  C61 1.555, C63 1.581, H74 1.090, H75 1.090
63 C -3.721 -4.276 1.504  C62 1.581, C64 1.574, H76 1.090, H77 1.090
64 C -4.458 -5.457 2.238  C63 1.574, N65 1.540, H78 1.090, H79 1.090
65 N -4.096 -5.477 3.734  C64 1.540, C66 1.541, C69 1.538, C70 1.546
66 C -4.916 -6.466 4.584  N65 1.541, C67 1.556, H80 1.090, H81 1.090
67 C -4.778 -5.961 6.050  C66 1.556, C68 1.509, H82 1.090, H83 1.090
68 C -4.687 -4.465 5.868  C67 1.509, C69 1.495, H84 1.090, H85 1.090
69 C -4.522 -4.164 4.413  N65 1.538, C68 1.495, H86 1.090, H87 1.090
70 C -2.574 -5.712 3.867  N65 1.546, H88 1.090, H89 1.090, H90 1.090
71 H -5.151 -2.359 -0.204  C61 1.090
72 H -6.382 -3.555 0.297  C61 1.090
73 H -5.907 -3.552 -1.284  C61 1.090
74 H -3.374 -3.935 -0.671  C62 1.090
75 H -4.349 -5.247 -0.310  C62 1.090
76 H -4.045 -3.297 1.857  C63 1.090
77 H -2.640 -4.410 1.539  C63 1.090
78 H -4.074 -6.310 1.678  C64 1.090
79 H -5.538 -5.374 2.110  C64 1.090
80 H -4.432 -7.431 4.435  C66 1.090
81 H -5.972 -6.490 4.316  C66 1.090
82 H -3.851 -6.410 6.404  C67 1.090
83 H -5.479 -6.302 6.812  C67 1.090
84 H -3.873 -4.114 6.501  C68 1.090
85 H -5.588 -4.020 6.289  C68 1.090
86 H -3.752 -3.441 4.145  C69 1.090
87 H -5.487 -3.868 4.001  C69 1.090
88 H -1.952 -4.933 3.428  C70 1.090
89 H -2.247 -6.591 3.311  C70 1.090
90 H -2.242 -5.936 4.880  C70 1.090
91 C 4.669 1.127 0.256  C92 1.519, H101 1.090, H102 1.090, H103 1.090
92 C 3.370 0.351 0.126  C91 1.519, C93 1.608, H104 1.090, H105 1.090
93 C 3.074 -0.571 -1.158  C92 1.608, C94 1.482, H106 1.090, H107 1.090
94 C 3.521 -0.005 -2.453  C93 1.482, N95 1.556, H108 1.090, H109 1.090
95 N 3.306 -0.890 -3.715  C94 1.556, C96 1.554, C99 1.525, C100 1.494
96 C 4.049 -2.254 -3.667  N95 1.554, C97 1.548, H110 1.090, H111 1.090
97 C 4.314 -2.525 -5.168  C96 1.548, C98 1.466, H112 1.090, H113 1.090
98 C 4.359 -1.249 -5.886  C97 1.466, C99 1.559, H114 1.090, H115 1.090
99 C 3.880 -0.134 -4.908  N95 1.525, C98 1.559, H116 1.090, H117 1.090
100 C 1.850 -1.132 -3.948  N95 1.494, H118 1.090, H119 1.090, H120 1.090
101 H 4.680 1.863 -0.547  C91 1.090
102 H 5.469 0.400 0.113  C91 1.090
103 H 4.781 1.480 1.281  C91 1.090
104 H 2.575 1.097 0.112  C92 1.090
105 H 3.175 -0.239 1.021  C92 1.090
106 H 1.998 -0.741 -1.195  C93 1.090
107 H 3.542 -1.531 -0.942  C93 1.090
108 H 4.582 0.218 -2.335  C94 1.090
109 H 3.103 0.980 -2.655  C94 1.090
110 H 3.349 -2.945 -3.198  C96 1.090
111 H 4.981 -2.164 -3.110  C96 1.090
112 H 3.538 -3.152 -5.608  C97 1.090
113 H 5.216 -3.120 -5.313  C97 1.090
114 H 3.777 -1.296 -6.806  C98 1.090
115 H 5.355 -1.027 -6.270  C98 1.090
116 H 3.120 0.549 -5.288  C99 1.090
117 H 4.705 0.397 -4.433  C99 1.090
118 H 1.450 -1.674 -3.091  C100 1.090
119 H 1.684 -1.691 -4.869  C100 1.090
120 H 1.324 -0.181 -3.865  C100 1.090
121 C -0.476 0.163 10.035  C122 1.591, H131 1.090, H132 1.090, H133 1.090
122 C -1.177 0.264 8.611  C121 1.591, C123 1.499, H134 1.090, H135 1.090
123 C -1.227 1.663 8.076  C122 1.499, C124 1.521, H136 1.090, H137 1.090
124 C -1.092 1.655 6.561  C123 1.521, N125 1.549, H138 1.090, H139 1.090
125 N -1.594 2.981 5.938  C124 1.549, C126 1.559, C129 1.564, C130 1.604
126 C -3.041 3.298 6.422  N125 1.559, C127 1.571, H140 1.090, H141 1.090
127 C -3.132 4.817 6.811  C126 1.571, C128 1.571, H142 1.090, H143 1.090
128 C -1.821 5.382 6.156  C127 1.571, C129 1.510, H144 1.090, H145 1.090
129 C -0.807 4.276 6.323  N125 1.564, C128 1.510, H146 1.090, H147 1.090
130 C -1.438 2.805 4.351  N125 1.604, H148 1.090, H149 1.090, H150 1.090
131 H 0.472 0.698 9.976  C121 1.090
132 H -0.317 -0.885 10.289  C121 1.090
133 H -0.949 0.603 10.913  C121 1.090
134 H -2.195 -0.127 8.614  C122 1.090
135 H -0.604 -0.452 8.022  C122 1.090
136 H -0.284 2.018 8.489  C123 1.090
137 H -1.892 2.352 8.597  C123 1.090
138 H -1.781 0.911 6.160  C124 1.090
139 H -0.091 1.423 6.197  C124 1.090
140 H -3.673 3.207 5.538  C126 1.090
141 H -3.475 2.668 7.197  C126 1.090
142 H -4.136 5.223 6.691  C127 1.090
143 H -2.791 4.917 7.842  C127 1.090
144 H -2.061 5.642 5.125  C128 1.090
145 H -1.499 6.354 6.530  C128 1.090
146 H 0.032 4.378 5.635  C129 1.090
147 H -0.543 4.166 7.375  C129 1.090
148 H -0.414 2.688 3.995  C130 1.090
149 H -1.920 3.659 3.875  C130 1.090
150 H -2.139 2.051 3.991  C130 1.090
151 C 2.495 4.220 1.369  C152 1.486, H161 1.090, H162 1.090, H163 1.090
152 C 2.584 4.992 0.103  C151 1.486, C153 1.483, H164 1.090, H165 1.090
153 C 3.566 4.500 -0.894  C152 1.483, C154 1.568, H166 1.090, H167 1.090
154 C 3.503 5.280 -2.252  C153 1.568, N155 1.576, H168 1.090, H169 1.090
155 N 4.689 4.972 -3.242  C154 1.576, C156 1.583, C159 1.556, C160 1.586
156 C 4.930 3.414 -3.381  N155 1.583, C157 1.472, H170 1.090, H171 1.090
157 C 6.346 3.235 -3.741  C156 1.472, C158 1.537, H172 1.090, H173 1.090
158 C 7.142 4.458 -3.258  C157 1.537, C159 1.558, H174 1.090, H175 1.090
159 C 6.091 5.544 -2.879  N155 1.556, C158 1.558, H176 1.090, H177 1.090
160 C 4.341 5.478 -4.705  N155 1.586, H178 1.090, H179 1.090, H180 1.090
161 H 1.751 4.646 2.042  C151 1.090
162 H 3.457 4.103 1.868  C151 1.090
163 H 2.084 3.216 1.261  C151 1.090
164 H 2.880 6.005 0.373  C152 1.090
165 H 1.568 5.001 -0.293  C152 1.090
166 H 3.404 3.432 -1.043  C153 1.090
167 H 4.570 4.524 -0.472  C153 1.090
168 H 3.607 6.360 -2.147  C154 1.090
169 H 2.551 5.150 -2.767  C154 1.090
170 H 4.270 2.891 -4.074  C156 1.090
171 H 4.730 2.989 -2.397  C156 1.090
172 H 6.406 3.182 -4.828  C157 1.090
173 H 6.754 2.283 -3.401  C157 1.090
174 H 7.751 4.776 -4.104  C158 1.090
175 H 7.903 4.271 -2.500  C158 1.090
176 H 6.165 6.450 -3.481  C159 1.090
177 H 5.974 5.802 -1.827  C159 1.090
178 H 5.294 5.360 -5.220  C160 1.090
179 H 3.943 6.492 -4.684  C160 1.090
180 H 3.508 4.897 -5.101  C160 1.090
181 C -0.026 -1.938 -7.360  C182 1.537, H191 1.090, H192 1.090, H193 1.090
182 C 1.037 -2.540 -8.293  C181 1.537, C183 1.494, H194 1.090, H195 1.090
183 C 1.268 -3.977 -7.958  C182 1.494, C184 1.566, H196 1.090, H197 1.090
184 C 2.378 -4.697 -8.796  C183 1.566, N185 1.573, H198 1.090, H199 1.090
185 N 2.667 -6.134 -8.224  C184 1.573, C186 1.517, C189 1.586, C190 1.575
186 C 3.391 -6.149 -6.891  N185 1.517, C187 1.512, H200 1.090, H201 1.090
187 C 4.832 -5.819 -7.207  C186 1.512, C188 1.488, H202 1.090, H203 1.090
188 C 5.018 -6.519 -8.507  C187 1.488, C189 1.464, H204 1.090, H205 1.090
189 C 3.741 -6.859 -9.137  N185 1.586, C188 1.464, H206 1.090, H207 1.090
190 C 1.365 -7.021 -8.200  N185 1.575, H208 1.090, H209 1.090, H210 1.090
191 H 0.304 -1.906 -6.322  C181 1.090
192 H -0.955 -2.498 -7.466  C181 1.090
193 H -0.225 -0.924 -7.708  C181 1.090
194 H 1.950 -1.969 -8.124  C182 1.090
195 H 0.709 -2.449 -9.328  C182 1.090
196 H 0.346 -4.531 -8.134  C183 1.090
197 H 1.571 -4.051 -6.914  C183 1.090
198 H 3.324 -4.160 -8.853  C184 1.090
199 H 2.030 -4.775 -9.826  C184 1.090
200 H 3.294 -7.178 -6.547  C186 1.090
201 H 2.938 -5.473 -6.165  C186 1.090
202 H 5.584 -6.198 -6.515  C187 1.090
203 H 5.106 -4.765 -7.248  C187 1.090
204 H 5.432 -7.503 -8.291  C188 1.090
205 H 5.564 -5.965 -9.271  C188 1.090
206 H 3.491 -7.908 -8.980  C189 1.090
207 H 3.659 -6.518 -10.169  C189 1.090
208 H 1.554 -8.084 -8.044  C190 1.090
209 H 0.886 -6.803 -9.154  C190 1.090
210 H 0.812 -6.649 -7.338  C190 1.090
211 C -3.561 5.700 -4.287  C212 1.587, H221 1.090, H222 1.090, H223 1.090
212 C -3.123 5.471 -2.779  C211 1.587, C213 1.490, H224 1.090, H225 1.090
213 C -2.803 4.047 -2.481  C212 1.490, C214 1.540, H226 1.090, H227 1.090
214 C -1.813 3.951 -1.305  C213 1.540, N215 1.565, H228 1.090, H229 1.090
215 N -1.399 2.508 -0.860  C214 1.565, C216 1.603, C219 1.578, C220 1.563
216 C -0.405 1.840 -1.925  N215 1.603, C217 1.550, H230 1.090, H231 1.090
217 C -0.822 0.348 -1.986  C216 1.550, C218 1.533, H232 1.090, H233 1.090
218 C -2.324 0.328 -1.682  C217 1.533, C219 1.577, H234 1.090, H235 1.090
219 C -2.566 1.473 -0.624  N215 1.578, C218 1.577, H236 1.090, H237 1.090
220 C -0.694 2.741 0.515  N215 1.563, H238 1.090, H239 1.090, H240 1.090
221 H -4.114 6.636 -4.371  C211 1.090
222 H -4.264 4.919 -4.578  C211 1.090
223 H -2.736 5.806 -4.992  C211 1.090
224 H -3.953 5.715 -2.116  C212 1.090
225 H -2.321 6.146 -2.481  C212 1.090
226 H -2.384 3.448 -3.290  C213 1.090
227 H -3.712 3.462 -2.348  C213 1.090
228 H -2.121 4.564 -0.458  C214 1.090
229 H -0.795 4.227 -1.579  C214 1.090
230 H 0.650 1.733 -1.672  C216 1.090
231 H -0.531 2.374 -2.867  C216 1.090
232 H -0.346 -0.236 -1.198  C217 1.090
233 H -0.533 -0.129 -2.923  C217 1.090
234 H -2.437 -0.728 -1.436  C218 1.090
235 H -2.870 0.497 -2.610  C218 1.090
236 H -2.550 1.020 0.367  C219 1.090
237 H -3.590 1.846 -0.637  C219 1.090
238 H 0.164 3.379 0.302  C220 1.090
239 H -0.385 1.771 0.906  C220 1.090
240 H -1.432 3.132 1.215  C220 1.090
241 C 0.283 -5.052 -3.425  O242 1.396, O243 1.413, C244 1.551, H255 1.090
242 O -0.442 -5.398 -4.567  C241 1.396, C248 1.432
243 O 1.561 -4.672 -3.892  C241 1.413
244 C -0.492 -4.109 -2.468  C241 1.551, F245 1.357, F246 1.386, F247 1.323
245 F -1.592 -4.684 -1.921  C244 1.357
246 F 0.277 -3.601 -1.433  C244 1.386
247 F -0.901 -3.054 -3.153  C244 1.323
248 C -1.797 -5.861 -4.534  O242 1.432, C249 1.502, H253 1.090, H254 1.090
249 C -2.112 -6.265 -5.947  C248 1.502, H250 1.090, H251 1.090, H252 1.090
250 H -1.452 -7.010 -6.389  C249 1.090
251 H -3.094 -6.738 -5.963  C249 1.090
252 H -1.993 -5.392 -6.589  C249 1.090
253 H -2.554 -5.136 -4.235  C248 1.090
254 H -1.832 -6.689 -3.827  C248 1.090
255 H 0.344 -5.983 -2.860  C241 1.090
256 C -1.271 -1.971 5.290  O257 1.429, O258 1.369, C259 1.570, H270 1.090
257 O -1.420 -2.191 3.886  C256 1.429, C263 1.451
258 O -2.552 -1.814 5.748  C256 1.369
259 C -0.382 -3.077 5.961  C256 1.570, F260 1.333, F261 1.314, F262 1.322
260 F -0.362 -3.098 7.293  C259 1.333
261 F -0.816 -4.295 5.723  C259 1.314
262 F 0.880 -2.921 5.596  C259 1.322
263 C -0.580 -1.406 3.002  O257 1.451, C264 1.495, H268 1.090, H269 1.090
264 C -0.902 -1.660 1.564  C263 1.495, H265 1.090, H266 1.090, H267 1.090
265 H -0.148 -1.149 0.965  C264 1.090
266 H -0.951 -2.725 1.340  C264 1.090
267 H -1.822 -1.192 1.215  C264 1.090
268 H 0.470 -1.667 3.132  C263 1.090
269 H -0.596 -0.327 3.156  C263 1.090
270 H -0.677 -1.079 5.483  C256 1.090
271 C -4.184 4.573 1.990  O272 1.424, O273 1.414, C274 1.558, H285 1.090
272 O -2.899 5.148 2.199  C271 1.424, C278 1.461
273 O -3.979 3.175 1.932  C271 1.414
274 C -5.290 5.064 2.972  C271 1.558, F275 1.327, F276 1.389, F277 1.377
275 F -5.592 6.341 2.772  C274 1.327
276 F -6.453 4.355 2.699  C274 1.389
277 F -4.964 4.905 4.301  C274 1.377
278 C -2.674 6.561 1.906  O272 1.461, C279 1.520, H283 1.090, H284 1.090
279 C -1.163 6.697 1.822  C278 1.520, H280 1.090, H281 1.090, H282 1.090
280 H -0.852 7.739 1.745  C279 1.090
281 H -0.616 6.344 2.697  C279 1.090
282 H -0.950 6.153 0.902  C279 1.090
283 H -3.116 7.211 2.662  C278 1.090
284 H -3.077 6.926 0.961  C278 1.090
285 H -4.465 4.947 1.006  C271 1.090
286 C 0.912 3.122 -5.568  O287 1.452, O288 1.398, C289 1.625, H300 1.090
287 O 0.487 4.477 -5.265  C286 1.452, C293 1.420
288 O 1.683 2.742 -4.466  C286 1.398
289 C -0.259 2.166 -6.165  C286 1.625, F290 1.354, F291 1.371, F292 1.324
290 F -0.518 2.328 -7.484  C289 1.354
291 F 0.073 0.841 -6.047  C289 1.371
292 F -1.424 2.232 -5.538  C289 1.324
293 C 0.295 5.279 -6.421  O287 1.420, C294 1.548, H298 1.090, H299 1.090
294 C 0.256 6.742 -5.919  C293 1.548, H295 1.090, H296 1.090, H297 1.090
295 H -0.730 7.202 -5.846  C294 1.090
296 H 0.669 6.849 -4.916  C294 1.090
297 H 0.721 7.348 -6.697  C294 1.090
298 H -0.667 5.048 -6.877  C293 1.090
299 H 1.164 5.225 -7.077  C293 1.090
300 H 1.677 3.149 -6.343  C286 1.090
301 N 2.516 1.899 3.549  O302 1.166, O303 1.229, O304 1.221
302 O 1.886 1.305 2.769  N301 1.166
303 O 1.998 2.658 4.366  N301 1.229
304 O 3.715 1.707 3.683  N301 1.221

Löwdin population analysis, charges in e, atoms 1 to 4: atom 1 (C): -0.074, atom 2 (C): -0.221, atom 3 (C): -0.175, atom 4 (C): -0.075